No. 1
4
Properties=species:S:1:pos:R:3 method="wB97M-V/def2-TZVPD" smiles="FC(=S)I" e_above_lowest_ev=3.583 orbital_gap_ev="6.9 / 6.7" lumo_ev="-2.046 / -2.208" e_tot_ha=-833.6891 max_force_ha_per_bohr=0.104
I -1.963 -0.121 -0.038
S 1.288 -1.605 -0.022
F 0.626 1.463 -0.057
C 0.050 0.263 0.117

---

No. 2
4
Properties=species:S:1:pos:R:3 method="wB97M-V/def2-TZVPD" e_above_lowest_ev=4.462 orbital_gap_ev=6.9 lumo_ev=-1.945 e_tot_ha=-833.6569 max_force_ha_per_bohr=0.071
I -1.168 -0.359 -0.283
C -0.183 -0.020 1.529
S 0.286 0.066 -2.269
F 1.065 0.313 1.022

---

No. 3
6
Properties=species:S:1:pos:R:3 method="wB97M-V/def2-TZVPD" smiles=N#C[N-]OSF e_above_lowest_ev=2.169 total_charge=-1 orbital_gap_ev="5.8 / 5.8" lumo_ev="1.698 / 1.649" e_tot_ha=-720.7760 max_force_ha_per_bohr=0.074
N 2.734 1.165 0.728
F -2.550 -2.766 -0.219
S -1.566 -1.267 -0.251
C 1.621 1.141 0.271
N 0.417 1.283 -0.233
O -0.657 0.443 -0.297

---

No. 4
7
Properties=species:S:1:pos:R:3 method="wB97M-V/def2-TZVPD" e_above_lowest_ev=0.000 orbital_gap_ev="10.0 / 6.6" lumo_ev="0.320 / -4.415" spin_multiplicity=3 e_tot_ha=-1139.4495 max_force_ha_per_bohr=0.064
F 1.412 0.398 -1.357
O -0.291 -1.427 -0.982
N 0.613 -0.919 2.483
C 0.044 -0.061 1.951
O -0.899 0.805 -2.143
S -0.660 1.241 1.259
S -0.218 -0.036 -1.212

---

No. 5
5
Properties=species:S:1:pos:R:3 method="wB97M-V/def2-TZVPD" e_above_lowest_ev=0.000 orbital_gap_ev=9.4 lumo_ev=0.416 e_tot_ha=-666.1099 max_force_ha_per_bohr=0.078
N -0.091 0.917 0.265
O 1.509 -0.736 -0.181
S -1.620 0.591 -0.158
F -1.941 -0.920 0.132
C 0.723 0.086 -0.033

---

No. 6
5
Properties=species:S:1:pos:R:3 method="wB97M-V/def2-TZVPD" e_above_lowest_ev=1.221 total_charge=-1 orbital_gap_ev=5.6 lumo_ev=3.337 e_tot_ha=-363.6191 max_force_ha_per_bohr=0.050
O -0.519 -1.896 -0.846
F 1.373 2.088 0.750
O -1.592 -0.568 0.732
O 1.759 1.532 -0.522
C -1.020 -1.156 -0.115

---

No. 7
22
Properties=species:S:1:pos:R:3 method="wB97M-V/def2-TZVPD" total_charge=-1 orbital_gap_ev=7.8 lumo_ev=2.872 e_tot_ha=-1853.4032 max_force_ha_per_bohr=0.042
H -0.767 1.307 2.700
H -2.360 -2.217 -1.616
H 0.887 -1.448 -1.937
O -0.096 1.948 -0.941
Al 0.284 0.313 -0.164
H 2.020 -0.283 3.633
P 1.174 0.776 1.956
H -2.831 1.037 -0.626
H -0.600 1.770 -1.719
H -3.315 -0.941 1.485
H 1.974 1.013 -2.210
H 2.064 -0.212 -3.226
N 2.320 0.065 -2.293
N -1.720 -2.216 -0.832
H 2.164 -1.458 -0.767
O 1.566 -0.575 2.850
S 2.744 1.930 1.692
C 1.523 -0.782 -1.345
O -2.375 -1.034 1.474
O -2.948 0.135 -0.925
O 0.094 1.673 2.909
P -1.801 -0.800 -0.100

---

No. 8
19
Properties=species:S:1:pos:R:3 method="wB97M-V/def2-TZVPD" total_charge=-1 orbital_gap_ev=4.4 lumo_ev=2.490 e_tot_ha=-1114.5533 max_force_ha_per_bohr=0.100
H -1.034 -0.203 2.633
H -2.129 -1.751 1.234
H 0.562 -0.970 2.249
C -0.071 -0.069 2.108
H 0.274 -0.372 -2.658
N -1.989 -1.492 0.247
O 1.540 2.190 0.093
Mg -0.346 0.057 0.081
H -2.898 -1.135 -0.077
Cl 2.451 1.015 -0.236
H -1.015 1.399 0.369
H -1.840 -2.378 -0.257
O 1.588 -0.449 -0.101
H -1.352 -0.125 -2.617
H -0.320 1.144 -2.481
N -0.465 0.169 -2.187
O 3.625 0.999 0.734
O 2.972 1.164 -1.659
H 0.447 0.807 2.524